This record from the OMol25 dataset describes 2 unconnected molecules or ions with the total composition C6H11N2S. The level of theory is wB97M-V/def2-TZVPD.

Output
**Multiplicity**: 1
**HOMO energy**: -0.46998 Eh
**Lowest unoccupied orbital energy**: -5.0 eV
**Orbital gap**: 7.8 eV
**Net charge**: +1

Last columns: bonded neighbours and bond lengths (Å).
Atoms and positions in Å:
1 C 1.9954 0.3023 -0.9022  C2 1.437, C3 1.338, H10 1.079
2 C 1.3198 -0.8283 -1.4765  C1 1.437, C4 1.356, H11 1.079
3 C 1.3611 1.1450 -0.0794  C1 1.338, C5 1.496, H12 1.079
4 C -0.0058 -1.0362 -1.2838  C2 1.356, C6 1.420, H13 1.079
5 C -0.0337 0.8585 0.3804  C3 1.496, C6 1.523, N7 1.483, H14 1.100
6 C -0.7767 -0.1494 -0.4865  C4 1.420, C5 1.523, S9 1.653
7 N -0.9008 2.0522 0.5302  C5 1.483, H15 1.020, H19 1.024, H20 1.122
8 N -0.8048 -1.9401 1.3184  H16 1.013, H17 1.018, H18 1.012
9 S -2.4146 0.0221 -0.6237  C6 1.653
10 H 3.0232 0.4743 -1.1829  C1 1.079
11 H 1.8780 -1.4752 -2.1349  C2 1.079
12 H 1.8551 2.0040 0.3469  C3 1.079
13 H -0.5273 -1.8169 -1.8156  C4 1.079
14 H 0.0522 0.3752 1.3652  C5 1.100
15 H -0.9120 2.4522 1.4686  N7 1.020
16 H -1.7525 -2.2864 1.2291  N8 1.013
17 H -0.6060 -1.8871 2.3155  N8 1.018
18 H -0.1963 -2.6541 0.9376  N8 1.012
19 H -0.6670 2.7847 -0.1459  N7 1.024
20 H -1.8873 1.6032 0.2395  N7 1.122

***

This record from the OMol25 dataset describes C6H11N3 in the gas phase. The level of theory is wB97M-V/def2-TZVPD.

Output
**Multiplicity**: 1
**SMILES string**: [H]/N=C(/C)NN1CC=CC1
**HOMO energy**: -0.32409 Eh
**Lowest unoccupied orbital energy**: 0.8 eV
**Orbital gap**: 9.6 eV
**Net charge**: 0

Last columns: bonded neighbours and bond lengths (Å).
Atoms and positions in Å:
1 C -3.1202 0.0767 0.1108  C2 1.498, H7 1.334, H8 1.272, H9 1.287
2 C -1.6778 -0.1953 -0.1880  C1 1.498, N18 1.311, N19 1.372
3 C 1.0909 -0.7257 1.0603  C4 1.474, H12 1.073, H13 1.096, N20 1.492
4 C 2.2594 -0.8072 0.1658  C3 1.474, C5 1.346, H14 1.094
5 C 2.3974 0.2333 -0.6767  C4 1.346, C6 1.481, H15 1.126
6 C 1.2415 1.1440 -0.5132  C5 1.481, H16 1.117, H17 1.152, N20 1.462
7 H -3.3812 1.2270 0.7341  C1 1.334
8 H -3.5681 -0.0449 -1.0731  C1 1.272
9 H -3.3681 -0.9250 0.8805  C1 1.287
10 H -0.2459 -1.1018 -1.1396  N18 1.051
11 H -1.3789 0.8719 1.5175  N19 1.209
12 H 0.4299 -1.5570 0.9105  C3 1.073
13 H 1.4282 -0.7444 2.1028  C3 1.096
14 H 2.8250 -1.7439 0.1494  C4 1.094
15 H 3.2455 0.2332 -1.4173  C5 1.126
16 H 1.6197 2.1580 -0.2375  C6 1.117
17 H 0.6483 1.1474 -1.5008  C6 1.152
18 N -1.2903 -0.9830 -1.1623  C2 1.311, H10 1.051
19 N -0.8558 0.7059 0.4404  C2 1.372, H11 1.209, N20 1.391
20 N 0.5172 0.5807 0.6248  C3 1.492, C6 1.462, N19 1.391

***

This record from the OMol25 dataset describes C6H11N3 in the gas phase. The level of theory is wB97M-V/def2-TZVPD.

Output
**Multiplicity**: 1
**SMILES string**: [H]/N=C(/C)[C@@H](N)[C@H](C)C#N
**HOMO energy**: -0.33145 Eh
**Lowest unoccupied orbital energy**: 0.1 eV
**Orbital gap**: 9.1 eV
**Net charge**: 0

Last columns: bonded neighbours and bond lengths (Å).
Atoms and positions in Å:
1 C 1.8499 0.2720 1.0737  C2 1.516, H7 1.091, H8 1.093, H9 1.092
2 C 1.1434 0.3885 -0.2630  C1 1.516, N3 1.302, C12 1.603
3 N 1.8178 0.7540 -1.3154  C2 1.302, H6 1.020
4 C 0.1439 -1.6053 -0.5722  N5 1.160, C13 1.626
5 N 0.6047 -2.6218 -0.8886  C4 1.160
6 H 1.4027 0.4376 -2.1920  N3 1.020
7 H 1.1901 -0.1494 1.8336  C1 1.091
8 H 2.7276 -0.3681 0.9561  C1 1.093
9 H 2.1637 1.2680 1.3941  C1 1.092
10 C -1.7421 -1.0482 1.0693  C13 1.519, H18 1.097, H19 1.093, H20 1.094
11 N -0.8066 1.6695 -1.2453  C12 1.462, H14 1.020, H15 1.017
12 C -0.4107 0.7699 -0.1635  C2 1.603, N11 1.462, C13 1.517, H16 1.093
13 C -1.0766 -0.5917 -0.2173  C4 1.626, C10 1.519, C12 1.517, H17 1.093
14 H -0.1907 2.4830 -1.2457  N11 1.020
15 H -0.7011 1.2249 -2.1539  N11 1.017
16 H -0.5755 1.2756 0.7908  C12 1.093
17 H -1.7589 -0.6872 -1.0664  C13 1.093
18 H -2.7800 -0.6938 1.0863  C10 1.097
19 H -1.2511 -0.6396 1.9565  C10 1.093
20 H -1.7506 -2.1379 1.1628  C10 1.094

***

This record from the OMol25 dataset describes 2 unconnected molecules or ions with the total composition C6H11N3O. The level of theory is wB97M-V/def2-TZVPD.

Output
**Multiplicity**: 1
**SMILES string**: C[C@@]1(C#N)N[C@H]2C[C@]21N.O
**HOMO energy**: -0.34100 Eh
**Lowest unoccupied orbital energy**: 0.7 eV
**Orbital gap**: 10.0 eV
**Net charge**: 0

Last columns: bonded neighbours and bond lengths (Å).
Atoms and positions in Å:
1 C 0.4282 -1.4384 1.1293  C2 1.521, H10 1.096, H11 1.098, H12 1.098
2 C 0.0776 -0.6325 -0.1117  C1 1.521, N3 1.500, C6 1.562, C8 1.478
3 N -0.4118 -1.4243 -1.2881  C2 1.500, C4 1.475, H13 1.016
4 C -1.6085 -0.5688 -1.3951  N3 1.475, C5 1.493, C6 1.514, H14 1.089
5 C -2.4204 -0.7647 -0.1572  C4 1.493, C6 1.505, H15 1.090, H16 1.092
6 C -1.2530 0.1851 -0.1310  C2 1.562, C4 1.514, C5 1.505, N7 1.408
7 N -1.4266 1.5369 0.2210  C6 1.408, H17 1.016, H18 1.015
8 C 1.1962 0.2531 -0.4980  C2 1.478, N9 1.158
9 N 2.0406 0.9593 -0.8582  C8 1.158
10 H -0.4216 -2.0777 1.3964  C1 1.096
11 H 1.3023 -2.0774 0.9487  C1 1.098
12 H 0.6442 -0.7669 1.9705  C1 1.098
13 H 0.2003 -1.3465 -2.0954  N3 1.016
14 H -1.9924 -0.2298 -2.3558  C4 1.089
15 H -3.3772 -0.2430 -0.1450  C5 1.090
16 H -2.4075 -1.7215 0.3687  C5 1.092
17 H -1.5113 1.6700 1.2242  N7 1.016
18 H -0.7015 2.1476 -0.1419  N7 1.015
19 O 4.1747 2.3054 0.8651  H20 0.984, H21 0.971
20 H 3.2292 2.2020 1.1181  O19 0.984
21 H 4.2384 2.0322 -0.0647  O19 0.971

***

This record from the OMol25 dataset describes 2 unconnected molecules or ions with the total composition C6H11N3O. The level of theory is wB97M-V/def2-TZVPD.

Output
**Multiplicity**: 1
**SMILES string**: Cc1c[nH]cn1.CC(N)=O
**HOMO energy**: -0.32542 Eh
**Lowest unoccupied orbital energy**: 0.8 eV
**Orbital gap**: 9.6 eV
**Net charge**: 0

Last columns: bonded neighbours and bond lengths (Å).
Atoms and positions in Å:
1 C 1.7863 2.4422 1.4899  C2 1.542, H5 1.086, H6 1.093, H9 1.089
2 C 0.6600 2.7257 0.4751  C1 1.542, O3 1.211, N4 1.390
3 O 0.8011 3.5706 -0.3809  C2 1.211
4 N -0.6208 2.2260 0.6805  C2 1.390, H7 0.996, H8 1.010
5 H 2.3715 3.3572 1.4802  C1 1.086
6 H 2.3402 1.5789 1.1129  C1 1.093
7 H -1.2340 2.3666 -0.0923  N4 0.996
8 H -0.9269 1.4484 1.2485  N4 1.010
9 H 1.3603 2.2576 2.4750  C1 1.089
10 C -1.5932 -2.8181 1.1322  C12 1.489, H19 1.085, H20 1.087, H21 1.081
11 C -0.0262 -0.7169 -1.2763  N14 1.302, N15 1.352, H16 1.081
12 C -0.7882 -2.2320 0.0254  C10 1.489, C13 1.378, N14 1.382
13 C 0.0538 -2.8775 -0.8538  C12 1.378, N15 1.385, H18 1.076
14 N -0.8101 -0.8774 -0.2486  C11 1.302, C12 1.382
15 N 0.5143 -1.8816 -1.6995  C11 1.352, C13 1.385, H17 1.005
16 H 0.1454 0.2512 -1.7259  C11 1.081
17 H 1.1839 -1.8620 -2.4488  N15 1.005
18 H 0.3296 -3.8935 -1.0771  C13 1.076
19 H -2.5891 -3.1150 0.8195  C10 1.085
20 H -1.7135 -2.0718 1.9128  C10 1.087
21 H -1.1946 -3.6802 1.6494  C10 1.081

***

This record from the OMol25 dataset describes a gas-phase ion, C6H11N3O (charge +2). The level of theory is wB97M-V/def2-TZVPD.

Output
**Multiplicity**: 1
**HOMO energy (spin up / spin down)**: -0.62641 / -0.62640 Eh
**Lowest unoccupied orbital energy (spin up / spin down)**: -9.9 / -9.9 eV
**Orbital gap (spin up / spin down)**: 7.2 / 7.2 eV
**Net charge**: +2

Last columns: bonded neighbours and bond lengths (Å).
Atoms and positions in Å:
1 C -2.1831 -1.0275 -0.0772  C2 1.376, C3 1.401, H11 1.071
2 C -1.6973 -2.2036 -0.6016  C1 1.376, N7 1.358, H12 1.073
3 C -1.0294 -0.2367 -0.0013  C1 1.401, N8 1.347, O10 1.343
4 C 0.3564 1.3752 -0.1332  C6 1.494, O10 1.271, H13 1.085
5 C 0.5034 -3.1315 -1.2019  N7 1.426, H14 1.087, H15 1.093, H16 1.092
6 C 1.2950 2.3376 0.5187  C4 1.494, N9 1.485, H17 1.103, H18 1.095
7 N -0.3580 -2.0751 -0.7818  C2 1.358, C5 1.426, N8 1.314
8 N 0.0687 -0.8790 -0.4439  C3 1.347, N7 1.314
9 N 0.7119 3.1666 1.6042  C6 1.485, H19 1.033, H20 1.033, H21 1.033
10 O -0.7106 0.9913 0.4399  C3 1.343, C4 1.271
11 H -3.1886 -0.7645 0.1800  C1 1.071
12 H -2.2186 -3.1149 -0.8229  C2 1.073
13 H 0.7030 0.9560 -1.0722  C4 1.085
14 H 1.5338 -2.7869 -1.2149  C5 1.087
15 H 0.4112 -3.9773 -0.5156  C5 1.093
16 H 0.2160 -3.4842 -2.1949  C5 1.092
17 H 2.1165 1.7280 0.9307  C6 1.103
18 H 1.7530 2.9838 -0.2381  C6 1.095
19 H 0.2035 2.5928 2.2962  N9 1.033
20 H 0.0559 3.8698 1.2272  N9 1.033
21 H 1.4574 3.6800 2.1027  N9 1.033

***

| no. | strongest force on any atom (Eh/bohr) |
| --- | --- |
| 1 | 0.027 |
| 2 | 0.131 |
| 3 | 0.088 |
| 4 | 0.024 |
| 5 | 0.036 |
| 6 | 0.070 |